{
  "formula": "CH4O4PS",
  "method": "ωB97M-V/def2-TZVPD",
  "total_charge": -1,
  "e_tot_ev": -29416.867,
  "largest_force_ha_per_bohr": 0.0979,
  "homo_energy_ev": -4.7861,
  "species": ["C", "O", "O", "O", "O", "P", "S", "H", "H", "H", "H"],
  "coordinates": [[0.441, -0.188, -0.147], [-0.668, 1.575, 3.249], [-0.515, -0.735, 2.313], [1.240, 0.139, 3.734], [0.991, 1.170, 1.570], [-1.150, -0.417, 0.912], [0.329, 0.675, 2.760], [1.162, -0.556, 0.499], [0.546, 0.840, -0.511], [-1.321, -1.901, 0.681], [0.359, -0.949, -1.029]],
  "forces_ev_per_angstrom": [[-3.1, -2.2, -3.3], [-1.0, 0.2, 0.3], [1.9, 1.2, 2.3], [0.1, -0.3, 0.3], [-0.1, 0.7, 1.1], [-1.1, -1.3, -4.0], [1.5, 0.2, 1.7], [1.8, -0.4, 0.6], [0.2, -0.6, 0.2], [0.0, 1.3, -0.3], [0.0, 1.3, 1.1]]
}

---

{
  "formula": "CH4OP2",
  "method": "ωB97M-V/def2-TZVPD",
  "e_tot_ev": -21725.594,
  "smiles": "O=PCP",
  "largest_force_ha_per_bohr": 0.0535,
  "homo_energy_ev": -9.2745,
  "species": ["C", "O", "P", "P", "H", "H", "H", "H"],
  "coordinates": [[0.040, 0.644, 0.423], [-2.284, 0.101, -0.851], [-1.413, -0.528, 0.120], [1.433, -0.397, -0.450], [-0.173, 1.669, -0.103], [0.444, 0.811, 1.538], [1.458, -1.208, 0.625], [0.494, -1.091, -1.302]],
  "forces_ev_per_angstrom": [[0.7, 1.4, 0.6], [-1.1, 0.8, -1.3], [1.7, -0.2, 1.8], [-1.2, 2.2, -0.9], [0.5, -1.9, 1.0], [-1.2, -0.4, -2.5], [0.0, -1.6, 0.9], [0.5, -0.3, 0.4]]
}

---

{
  "formula": "CH4OS2",
  "method": "ωB97M-V/def2-TZVPD",
  "e_tot_ev": -24818.721,
  "smiles": "C=O.SS",
  "largest_force_ha_per_bohr": 0.0124,
  "homo_energy_ev": -9.5612,
  "species": ["S", "S", "H", "H", "O", "C", "H", "H"],
  "coordinates": [[2.242, 2.056, 0.696], [0.487, 1.333, 1.544], [1.754, 2.205, -0.540], [-0.007, 2.507, 1.955], [-1.035, -0.868, -1.126], [-1.132, -2.045, -0.928], [-1.664, -2.397, -0.029], [-0.645, -2.791, -1.571]],
  "forces_ev_per_angstrom": [[-0.3, -0.2, 0.2], [0.3, 0.1, -0.1], [0.0, 0.0, -0.1], [0.0, 0.1, 0.0], [0.0, 0.1, -0.3], [0.2, 0.3, 0.5], [-0.1, -0.3, -0.1], [-0.1, -0.1, -0.1]]
}

---

{
  "formula": "CH4OS3",
  "method": "ωB97M-V/def2-TZVPD",
  "e_tot_ev": -35652.322,
  "largest_force_ha_per_bohr": 0.0383,
  "homo_energy_ev": [-9.7579, -8.2563],
  "species": ["C", "O", "S", "S", "S", "H", "H", "H", "H"],
  "coordinates": [[1.238, 0.188, -0.970], [0.304, -1.974, 0.813], [-2.878, 0.964, 0.307], [0.815, 0.923, 0.708], [0.608, -0.881, 1.734], [2.286, 0.605, -1.128], [0.451, 0.518, -1.639], [1.124, -0.891, -0.803], [-3.947, 0.549, 0.978]],
  "forces_ev_per_angstrom": [[0.7, 1.0, 1.5], [-0.3, -0.8, -0.8], [0.3, 0.2, -0.2], [-0.1, -0.5, -0.7], [0.2, 0.9, 1.1], [-1.5, -1.0, -0.4], [0.3, 0.2, -0.3], [0.5, 0.2, -0.4], [-0.3, -0.1, 0.2]]
}

---

{
  "formula": "CH4S3",
  "method": "ωB97M-V/def2-TZVPD",
  "e_tot_ev": -33605.207,
  "largest_force_ha_per_bohr": 0.0637,
  "homo_energy_ev": [-9.2189, -8.7067],
  "species": ["C", "S", "S", "S", "H", "H", "H", "H"],
  "coordinates": [[0.505, -0.921, 0.290], [-1.241, 2.179, 0.960], [1.914, -0.540, 1.385], [1.727, -1.842, 2.842], [0.301, -1.939, 0.644], [1.038, -1.106, -0.666], [-0.374, -0.353, 0.102], [-0.233, 2.133, 1.882]],
  "forces_ev_per_angstrom": [[2.0, -2.4, -0.9], [0.4, 0.0, 0.4], [-0.6, 0.4, 0.5], [0.2, 0.3, -0.1], [-0.6, 0.4, -0.2], [-0.5, 0.3, 0.2], [-0.4, 1.0, 0.6], [-0.5, 0.0, -0.4]]
}

---

{
  "formula": "CH4S3Si",
  "method": "ωB97M-V/def2-TZVPD",
  "e_tot_ev": -41481.050,
  "multiplicity": 3,
  "largest_force_ha_per_bohr": 0.0844,
  "homo_energy_ev": [-7.0244, -9.3327],
  "species": ["C", "Si", "S", "S", "S", "H", "H", "H", "H"],
  "coordinates": [[-1.274, -1.186, 1.217], [1.191, 0.874, -1.610], [-2.203, -1.961, 0.198], [-0.470, -0.348, 2.287], [1.444, -0.584, -0.090], [2.179, 0.976, -2.508], [-0.144, 0.540, -2.007], [0.640, 2.015, -0.882], [-1.362, -0.327, 3.393]],
  "forces_ev_per_angstrom": [[-1.4, -1.0, -1.6], [-2.7, -0.5, 3.3], [0.7, 0.4, 0.8], [-0.2, 0.6, 1.8], [0.7, -0.2, -0.4], [2.3, 0.5, -2.3], [-0.7, -0.8, -1.1], [0.8, 0.9, 0.1], [0.5, 0.0, -0.6]]
}

---

{
  "formula": "CH5BO",
  "method": "ωB97M-V/def2-TZVPD",
  "e_tot_ev": -3841.397,
  "smiles": "CBO",
  "largest_force_ha_per_bohr": 0.1239,
  "homo_energy_ev": -10.7876,
  "species": ["B", "C", "O", "H", "H", "H", "H", "H"],
  "coordinates": [[-0.520, 0.158, -0.290], [0.555, 0.467, 0.766], [-0.013, -1.043, -1.355], [-1.569, 0.494, -0.432], [0.879, -0.467, 1.063], [0.120, 1.026, 1.550], [1.360, 0.857, 0.178], [-0.812, -1.492, -1.480]],
  "forces_ev_per_angstrom": [[3.7, -4.5, -2.6], [-1.7, 0.6, -1.9], [0.2, 4.5, 3.7], [-2.1, 0.7, -0.3], [0.8, -2.0, 1.0], [0.3, 1.0, 0.9], [0.8, 0.9, 0.1], [-1.9, -1.2, -0.9]]
}

---

{
  "formula": "CH5BO",
  "method": "ωB97M-V/def2-TZVPD",
  "e_tot_ev": -3839.998,
  "smiles": "BOC",
  "largest_force_ha_per_bohr": 0.1150,
  "homo_energy_ev": -10.3949,
  "species": ["B", "C", "O", "H", "H", "H", "H", "H"],
  "coordinates": [[-1.467, 0.080, -0.075], [1.089, -0.067, 0.187], [-0.064, 0.526, 0.814], [-1.206, -0.361, -1.251], [-2.475, 0.323, 0.478], [1.801, 0.851, 0.021], [0.800, -0.383, -0.863], [1.521, -0.968, 0.688]],
  "forces_ev_per_angstrom": [[5.0, 1.2, 1.3], [0.3, 1.9, -1.8], [-4.3, -2.6, -3.0], [-0.5, 0.5, 1.9], [-0.1, 0.0, 0.0], [-0.6, -2.1, 0.6], [0.6, 0.1, 1.1], [-0.3, 1.1, 0.0]]
}

---

{
  "formula": "CH5BOS",
  "method": "ωB97M-V/def2-TZVPD",
  "e_tot_ev": -14675.710,
  "largest_force_ha_per_bohr": 0.0533,
  "homo_energy_ev": -8.7096,
  "species": ["B", "C", "O", "S", "H", "H", "H", "H", "H"],
  "coordinates": [[-0.322, 0.215, 0.078], [1.163, 0.871, 0.195], [-0.280, -1.386, 0.118], [2.458, -0.126, 0.002], [-1.017, 0.568, 1.053], [1.445, 1.869, 0.645], [-0.930, 0.439, -0.957], [0.392, -1.418, -0.568], [0.197, -1.898, 0.847]],
  "forces_ev_per_angstrom": [[-1.1, 2.1, 1.3], [0.5, -0.9, 0.9], [0.8, -0.9, 0.9], [-0.3, 0.3, -0.2], [0.5, -0.3, -0.6], [-0.8, -0.8, -0.9], [0.4, -0.1, 0.2], [0.8, -0.7, -1.0], [-0.9, 1.4, -0.7]]
}

---

{
  "formula": "CH5BS",
  "method": "ωB97M-V/def2-TZVPD",
  "e_tot_ev": -12627.529,
  "largest_force_ha_per_bohr": 0.1030,
  "homo_energy_ev": -9.9259,
  "species": ["B", "C", "S", "H", "H", "H", "H", "H"],
  "coordinates": [[0.157, -0.901, 0.012], [0.589, 0.551, 0.082], [-1.187, 0.835, 0.520], [-0.304, -1.364, -1.004], [0.292, -1.587, 1.018], [1.025, 1.406, -0.953], [1.285, 0.683, 0.878], [-1.857, 0.378, -0.553]],
  "forces_ev_per_angstrom": [[-0.6, -1.4, -0.2], [1.2, 2.9, -4.2], [0.3, 0.1, 0.8], [0.1, 0.0, 0.3], [0.0, 0.4, -0.7], [-1.6, -3.1, 3.2], [-0.1, 0.8, 1.0], [0.6, 0.1, -0.2]]
}